This record from the OMol25 dataset describes C31H50ClF7N2NbO6 as an isolated structure at a distorted geometry. The level of theory is ωB97M-V with the def2-TZVPD basis set.

Computed properties:
Gap between HOMO and LUMO ... 7.027 eV
LUMO ... 0.0623 Ha
Net charge ... -1
E_tot ... -2988.45897 Ha
Highest occupied orbital energy ... -5.3 eV
Strongest force on any atom ... 2.6 eV/Å

Structure (XYZ):
```
98
Properties=species:S:1:pos:R:3:forces:R:3:lowdin_charge:R:1
C 1.95811 -0.80980 4.87602 -0.053 -0.202 0.127 -0.0934
C 1.38520 0.38134 4.13930 0.055 0.163 -0.038 -0.2651
O 2.32996 1.39567 3.80311 -0.205 -0.060 -0.008 -0.1511
C 3.49632 0.92136 3.17235 0.839 -0.043 0.370 -0.2738
C 4.09133 2.01508 2.31295 -0.783 0.434 0.021 -0.1813
C 3.25336 2.35449 1.07570 0.383 -0.173 0.009 -0.2426
C 3.72506 1.61632 -0.17379 0.253 0.514 -0.218 -0.3336
C 2.87927 1.94980 -1.41788 -0.491 -0.109 -0.065 -0.3263
Nb 0.82906 1.01098 -1.53044 1.291 0.958 2.103 1.7159
F 0.17033 2.53221 -0.47166 0.067 -1.010 -0.536 -0.4650
Cl 1.14156 -0.37638 0.49477 -0.059 0.217 -0.600 0.0774
C 1.50293 -0.76466 -2.68685 0.211 0.521 0.017 -0.3628
C 3.01741 -0.86332 -2.97353 -0.541 -0.396 -0.320 -0.2826
C 3.50273 -0.14690 -4.23114 0.546 -0.813 -0.289 -0.4401
C 5.00916 -0.48565 -4.38817 -0.737 0.014 0.277 -0.0756
C 2.80031 -0.66299 -5.49112 -0.007 0.879 -0.069 -0.0865
C 0.57147 2.22490 -3.39898 0.358 -0.126 -0.002 -0.2624
C 0.21894 3.65903 -3.15868 0.109 0.229 -0.017 -0.3179
C 1.22239 4.63045 -3.19044 -0.276 0.389 0.149 -0.0586
C 0.94214 5.97849 -2.96173 -0.093 -0.055 0.014 -0.0544
C -0.35085 6.41867 -2.71721 -0.253 -0.417 0.220 -0.2988
C -0.70302 7.85892 -2.46798 -0.175 -0.154 -0.368 -0.0682
C -1.36055 5.45097 -2.67909 0.552 -0.213 -0.163 -0.0474
C -1.07399 4.10492 -2.87969 -0.326 0.346 0.031 -0.0494
C -1.41149 0.31049 -1.58556 -0.049 0.504 -1.385 -0.3111
O -1.87950 -0.01975 -0.52238 -0.243 -0.317 0.525 -0.0306
C -2.45625 0.20773 -2.76580 -0.647 -0.095 0.377 -0.4247
F -2.45392 1.28258 -3.58389 0.515 0.075 -0.173 0.1038
F -3.71236 0.16906 -2.24808 -0.066 -0.054 0.094 0.1061
C -2.32656 -1.05711 -3.63948 -0.379 0.090 -0.318 -0.3642
F -1.33399 -0.91439 -4.53750 0.381 -0.013 0.190 0.1409
F -3.46023 -1.17662 -4.36622 -0.199 -0.011 0.071 0.1424
C -2.13297 -2.38813 -2.86029 -0.218 -0.706 -0.073 -0.3498
F -2.61460 -3.39350 -3.64295 -0.141 -0.001 -0.154 0.1284
F -0.83491 -2.64940 -2.68873 0.280 0.351 0.014 0.1435
C -2.88274 -2.50055 -1.50944 0.754 0.091 0.668 -0.4249
O -4.05423 -2.40955 -1.42229 -1.105 -0.074 -0.544 0.1852
O -2.08985 -2.79757 -0.46393 0.383 -0.060 0.010 0.1115
H 2.58597 -0.49850 5.71421 -0.003 0.155 0.057 0.0771
H 1.14761 -1.42367 5.28077 0.296 0.267 -0.240 0.0344
H 2.56669 -1.44645 4.23656 0.048 -0.040 -0.130 0.0693
H 0.64846 0.85933 4.78233 -0.016 0.206 -0.012 0.1151
H 0.87187 0.08046 3.22551 -0.035 -0.216 -0.056 0.0665
H 4.23953 0.69840 3.95195 0.004 -0.242 0.023 0.1153
H 3.35007 -0.00179 2.60785 -0.344 0.013 -0.178 0.1026
H 5.11890 1.76908 2.04570 0.101 -0.070 -0.061 0.1093
H 4.11236 2.90365 2.94676 0.221 0.050 0.119 0.1090
H 2.20012 2.19044 1.28994 -0.114 -0.073 -0.002 0.0763
H 3.36893 3.41894 0.86751 -0.132 0.131 -0.055 0.1094
H 4.72749 2.02223 -0.36334 0.180 -0.186 -0.027 0.0996
H 3.86274 0.54875 -0.00304 -0.232 -0.140 0.049 0.0692
H 3.45899 1.80358 -2.32953 0.037 -0.129 -0.045 0.0275
H 2.68904 3.02589 -1.35817 -0.152 0.111 -0.142 0.0404
H 1.25494 -1.61892 -2.05846 -0.221 -0.035 0.042 0.0120
H 0.98351 -0.89704 -3.63509 -0.189 -0.049 0.034 0.0184
H 3.62933 -0.61696 -2.10829 0.008 0.306 0.103 0.0793
H 3.22806 -1.92502 -3.16318 0.126 -0.092 0.011 0.1114
H 3.34085 0.92860 -4.20725 0.049 0.108 0.298 0.0985
H 5.57036 0.29821 -4.88733 0.171 0.013 -0.045 0.0699
H 5.06744 -1.41251 -4.95521 0.249 -0.036 -0.205 0.0659
H 5.42087 -0.71852 -3.40887 0.349 0.317 0.072 0.0673
H 3.19032 -0.08735 -6.33288 0.050 -0.115 -0.211 0.0768
H 1.73068 -0.46671 -5.47539 -0.126 -0.197 0.015 0.0604
H 3.00827 -1.71347 -5.67959 -0.133 -0.176 0.121 0.0777
H -0.04017 1.74957 -4.16624 -0.275 -0.017 0.142 0.0521
H 1.58108 2.24878 -3.81656 0.116 -0.276 -0.037 0.0322
H 2.24977 4.34741 -3.37167 0.068 -0.142 -0.072 0.1006
H 1.74371 6.70785 -2.96545 0.109 -0.029 -0.049 0.0997
H 0.17297 8.50137 -2.46845 0.062 0.078 0.070 0.0665
H -1.38132 8.19258 -3.25444 0.044 0.200 -0.110 0.0730
H -1.25764 7.98075 -1.54092 0.124 0.014 0.237 0.0729
H -2.38062 5.75725 -2.48986 -0.108 -0.014 0.070 0.1062
H -1.89426 3.40500 -2.80560 0.069 -0.139 -0.055 0.0954
H -1.90116 -1.98600 0.03931 0.047 0.033 0.035 0.1100
C -1.07207 -4.57771 7.35037 -0.014 0.021 -0.024 -0.0099
C 0.12321 -3.71169 7.02772 0.022 0.109 -0.104 -0.5326
O 0.07075 -2.81589 6.20396 -0.343 -0.351 0.250 0.0354
N 1.28274 -3.96446 7.69435 -0.128 -0.110 0.064 0.0097
C 1.53974 -4.97670 8.69935 0.252 0.291 -0.170 -0.0818
H -1.90780 -4.25115 6.74000 0.044 0.060 -0.041 0.0833
H -0.86088 -5.62389 7.12542 -0.022 -0.025 0.098 0.0828
H -1.34555 -4.47933 8.40175 0.012 -0.104 0.013 0.0822
H 2.03793 -3.35116 7.43024 0.008 -0.002 -0.005 0.1415
H 1.85729 -4.50166 9.62962 -0.043 -0.113 0.076 0.0810
H 2.33820 -5.63951 8.36041 -0.047 -0.105 0.085 0.0815
H 0.65147 -5.56791 8.89282 -0.029 0.010 -0.020 0.0690
C -6.71333 -1.80629 -0.04262 -0.172 0.113 0.176 -0.0142
C -7.63264 -1.82473 1.15280 -0.014 0.112 -0.013 -0.5483
O -7.94315 -0.81751 1.76686 -0.023 -0.025 -0.007 0.0264
N -8.12234 -3.03920 1.54033 0.085 -0.006 -0.144 -0.0042
C -7.86923 -4.33613 0.94509 -0.231 0.106 0.331 -0.0852
H -6.40215 -0.78444 -0.23371 -0.008 0.022 0.055 0.0881
H -5.82682 -2.40661 0.14482 0.005 -0.051 -0.121 0.0656
H -7.23028 -2.18495 -0.92552 0.111 -0.084 -0.027 0.0895
H -8.72930 -2.99031 2.34230 0.004 -0.006 0.015 0.1315
H -8.80980 -4.78159 0.61260 0.071 -0.082 -0.095 0.0775
H -7.41491 -5.00061 1.68320 0.063 -0.080 -0.109 0.0791
H -7.20187 -4.24898 0.09496 0.017 0.033 0.004 0.0720
```
Positions in Å, forces in eV/Å.


This record from the OMol25 dataset describes C31H51GeN2PbSi2 as an isolated structure at a distorted geometry. The level of theory is ωB97M-V with the def2-TZVPD basis set.

Computed properties:
Gap between HOMO and LUMO ... 7.909 eV
LUMO ... -0.1136 Ha
Net charge ... +1
E_tot ... -4169.94809 Ha
Highest occupied orbital energy ... -11.0 eV
Strongest force on any atom ... 3.1 eV/Å

Structure (XYZ):
```
88
Properties=species:S:1:pos:R:3:forces:R:3:lowdin_charge:R:1
Pb -0.75474 -0.69970 -1.46891 0.208 0.168 0.172 1.4632
C -1.83964 5.38054 -0.24063 -1.107 0.558 0.368 -0.0564
C -1.02628 4.10406 -0.17689 1.127 0.989 -2.561 -0.3913
C 0.32964 4.35919 -0.90297 0.500 -1.781 1.647 -0.0497
C -1.79520 2.96865 -0.74764 -0.707 -0.623 -1.051 -0.2106
C -1.82170 2.72029 -2.13827 0.303 -1.018 -0.379 -0.0170
C -2.57984 1.62609 -2.64230 0.009 1.281 0.618 -0.1359
C -3.41373 0.88289 -1.82618 -1.174 -0.705 0.414 -0.3527
C -4.37363 -0.14888 -2.49574 1.374 -1.270 0.492 -0.0381
C -3.46344 1.18742 -0.44094 1.726 0.148 -1.338 -0.0447
C -2.62175 2.18568 0.08310 -0.825 -0.599 -1.311 -0.0275
H -1.28589 6.23423 0.19318 -0.190 -0.334 -0.524 0.0945
H -2.72324 5.24837 0.39566 -0.008 0.119 -0.051 0.0830
H -2.25655 5.60329 -1.25050 0.684 -0.055 0.566 0.1025
H -0.81098 3.90024 0.81449 0.392 -0.469 2.160 0.1002
H 0.19515 4.68673 -1.91627 0.265 0.029 -0.432 0.0708
H 1.06100 3.50925 -0.75123 -1.130 0.143 -0.968 0.0757
H 0.91151 5.04607 -0.32573 -0.102 1.349 0.142 0.0679
H -1.18254 3.27369 -2.87174 -0.703 -0.379 0.969 0.1303
H -2.70187 1.40127 -3.68334 0.551 0.246 -0.600 0.1066
H -5.34974 0.27828 -2.70722 -0.207 -0.060 0.495 0.0784
H -4.42378 -1.16086 -1.92711 -0.221 1.876 -0.686 0.1029
H -3.98778 -0.42077 -3.50031 0.010 0.188 0.507 0.0698
H -4.00852 0.51704 0.17267 -0.722 -0.154 0.751 0.0971
H -2.71969 2.38675 1.12597 0.321 0.233 0.655 0.1145
C -1.03405 -2.89365 -4.74568 0.867 0.502 -0.998 -0.0270
C -1.33373 -3.51055 -3.40262 -1.354 -0.934 -1.817 -0.3662
C -1.77395 -4.81204 -3.31910 0.389 -0.557 -1.202 -0.0351
C -2.27352 -5.29044 -2.13424 -0.035 0.403 1.849 -0.0248
C -2.41494 -4.48007 -1.00025 1.270 1.298 -2.463 0.0259
C -1.95526 -3.15634 -1.14703 -0.023 -0.448 0.458 -0.4618
N -1.46573 -2.76179 -2.34922 0.295 2.093 1.202 -0.0272
N -1.88070 -2.16895 -0.20256 0.844 0.401 -1.069 -0.2088
Si -1.99126 -2.13630 1.50931 -1.093 -2.221 0.887 0.3476
C -3.85664 -2.32650 1.82276 0.956 0.140 -0.752 -0.1452
C -0.97527 -3.46073 2.42187 -0.699 1.181 1.221 -0.1554
C -1.37088 -0.59323 2.23133 -0.185 1.856 -1.141 -0.1626
H -0.62129 -3.57753 -5.49764 -1.024 -0.788 0.237 0.0837
H -0.09018 -2.32347 -4.75389 -0.713 0.989 0.661 0.0686
H -1.92464 -2.34885 -5.21319 1.372 -0.569 0.861 0.1180
H -1.74387 -5.41707 -4.22421 0.056 -0.059 0.383 0.1239
H -2.48165 -6.32191 -1.99483 -0.482 -0.795 -0.274 0.1096
H -2.77711 -4.76431 -0.07530 -0.724 -0.936 1.567 0.0872
H -4.42611 -2.72911 0.98011 0.259 -0.355 0.157 0.0334
H -4.23159 -1.33441 1.92716 -0.442 1.001 0.289 0.0044
H -4.05272 -2.84084 2.73255 -0.388 -0.573 0.711 0.0192
H -1.10187 -4.47661 2.17123 -0.299 -1.256 -0.486 0.0034
H -1.17936 -3.38959 3.52821 -0.153 0.038 -0.955 0.0609
H 0.07289 -3.24699 2.38155 0.849 0.215 -0.339 0.0046
H -0.29286 -0.49514 2.30732 0.188 -0.010 -0.205 0.0138
H -1.75028 -0.42584 3.21938 -0.379 -0.138 0.688 0.0474
H -1.78179 0.25904 1.62411 0.563 -0.474 0.516 0.0236
C 3.76684 2.17618 -0.62997 -1.568 0.178 -0.198 -0.1587
Si 3.42926 0.61989 0.33737 -0.023 -0.971 0.221 0.4736
C 4.93276 -0.22316 0.98190 0.718 -0.106 -0.393 -0.1607
C 2.72852 -0.77542 -0.77369 0.029 0.815 1.043 -0.2520
C 3.10854 -0.79073 -2.11747 0.695 0.948 1.490 -0.1103
C 2.77550 -1.83732 -2.88595 -0.871 -1.454 -1.042 -0.1037
C 1.97341 -2.84822 -2.39134 -0.445 -0.985 -1.288 -0.0984
C 1.61065 -2.87938 -1.04589 0.120 -0.340 -1.180 -0.1296
C 2.01831 -1.86494 -0.20339 0.412 0.891 -2.664 -0.1363
H 4.77391 2.19987 -0.97298 0.813 0.075 -0.437 0.0255
H 3.54614 3.11987 -0.12027 0.187 -0.240 0.269 0.0332
H 3.06656 2.18512 -1.49060 0.510 -0.041 0.147 0.0352
H 5.74951 -0.47759 0.29068 -0.161 0.541 0.119 0.0549
H 4.69215 -1.16218 1.42631 -0.675 -0.939 0.231 0.0302
H 5.27229 0.32778 1.82936 0.863 0.719 0.535 0.0134
H 3.76835 -0.03665 -2.53007 -0.173 0.276 0.137 0.1136
H 3.09187 -1.91796 -3.90065 0.216 0.133 -0.643 0.1095
H 1.65409 -3.58944 -3.18262 0.238 0.445 1.516 0.1298
H 1.04568 -3.70973 -0.69368 -0.452 -0.506 0.389 0.1056
H 1.68077 -1.93625 0.77697 -0.122 0.227 1.805 0.0668
C 0.95700 2.83771 3.78087 -0.977 -0.963 0.254 -0.2215
Ge 2.52353 1.68675 3.46341 -0.572 0.087 -0.083 0.7780
C 2.73645 0.48912 4.98536 0.426 -0.759 0.366 -0.2259
C 4.00718 2.95900 3.38137 0.116 -1.428 0.303 -0.1945
C 2.20282 0.77398 1.72284 -0.911 -0.108 -0.820 -0.3505
H 0.91004 3.44021 4.68899 0.381 -0.217 0.119 0.0265
H 0.02091 2.23050 3.75932 0.558 0.375 -0.037 0.0212
H 0.90702 3.53148 2.96475 -0.074 0.435 -0.633 -0.0098
H 1.95149 -0.22772 5.26382 0.003 0.089 -0.723 0.0190
H 2.60678 1.24668 5.75333 0.646 0.016 0.561 0.0086
H 3.71528 -0.06680 5.06573 -0.922 0.920 -0.030 0.0427
H 3.64221 3.86461 2.97773 -0.353 1.252 0.030 0.0066
H 4.68219 2.58513 2.64990 0.890 -0.353 -0.670 -0.0150
H 4.57272 3.04093 4.31046 -0.316 0.311 -0.013 0.0369
H 1.38276 1.26439 1.12163 0.227 -0.114 0.894 0.0350
H 1.84807 -0.28233 1.83817 0.279 0.903 0.383 0.0070
```
Positions in Å, forces in eV/Å.